{
  "formula": "C36H54F6KN5O4S2Sb",
  "method": "wB97M-V/def2-TZVPD",
  "symbols": ["K", "C", "N", "C", "C", "C", "C", "C", "C", "N", "C", "C", "C", "C", "C", "C", "N", "C", "C", "C", "C", "C", "N", "H", "H", "H", "H", "H", "H", "H", "H", "H", "H", "H", "H", "H", "H", "H", "H", "H", "H", "F", "C", "F", "F", "S", "O", "O", "N", "S", "O", "O", "C", "F", "F", "F", "C", "C", "C", "C", "Sb", "C", "C", "C", "C", "C", "C", "C", "C", "H", "H", "H", "H", "H", "H", "H", "H", "H", "H", "H", "H", "H", "H", "H", "H", "H", "H", "H", "H", "H", "H", "H", "H", "H", "H", "H", "C", "C", "C", "C", "H", "H", "H", "H", "H", "H", "H", "H", "H"],
  "xyz": [[-0.101, 0.511, -0.707], [0.261, -3.244, 1.797], [-0.863, -2.329, 1.719], [-1.448, -2.009, 3.002], [-1.691, -0.527, 3.277], [-2.415, -0.186, 4.419], [-2.619, 1.148, 4.715], [-2.094, 2.108, 3.863], [-1.386, 1.678, 2.753], [-1.184, 0.390, 2.462], [-1.839, -2.799, 0.746], [-2.957, -1.813, 0.537], [-4.276, -2.120, 0.845], [-5.253, -1.157, 0.639], [-4.878, 0.080, 0.146], [-3.533, 0.295, -0.127], [-2.598, -0.625, 0.058], [1.055, -3.303, 0.514], [1.406, -4.523, -0.041], [2.170, -4.529, -1.205], [2.549, -3.325, -1.758], [2.146, -2.146, -1.126], [1.426, -2.132, -0.011], [-0.061, -4.269, 2.062], [0.926, -2.905, 2.594], [-0.799, -2.382, 3.801], [-2.407, -2.532, 3.142], [-2.810, -0.967, 5.058], [-3.179, 1.439, 5.596], [-2.226, 3.166, 4.041], [-0.959, 2.389, 2.056], [-2.274, -3.772, 1.048], [-1.329, -2.946, -0.206], [-4.521, -3.100, 1.235], [-6.290, -1.372, 0.866], [-5.596, 0.869, -0.029], [-3.202, 1.259, -0.502], [1.072, -5.443, 0.421], [2.448, -5.465, -1.674], [3.115, -3.266, -2.677], [2.415, -1.192, -1.559], [-2.666, 3.695, -1.241], [-2.033, 4.460, -0.345], [-2.544, 4.187, 0.865], [-2.297, 5.735, -0.627], [-0.213, 4.132, -0.340], [-0.128, 2.780, 0.174], [0.298, 5.181, 0.489], [0.238, 4.313, -1.815], [0.033, 3.223, -2.969], [-0.324, 3.890, -4.179], [-0.686, 2.064, -2.530], [1.772, 2.650, -3.243], [1.860, 2.023, -4.408], [2.614, 3.690, -3.254], [2.150, 1.817, -2.267], [6.773, 0.371, 1.495], [5.725, 0.370, 0.385], [5.762, -0.986, -0.333], [6.074, 1.445, -0.647], [3.633, 0.677, 0.995], [3.660, 2.760, 1.683], [3.515, 3.618, 0.423], [2.399, 2.981, 2.532], [4.883, 3.221, 2.466], [3.463, -0.462, 2.868], [1.971, -0.475, 3.199], [3.907, -1.899, 2.583], [4.241, 0.073, 4.067], [7.772, 0.230, 1.058], [6.617, -0.447, 2.201], [6.789, 1.305, 2.056], [6.739, -1.121, -0.813], [4.998, -1.050, -1.112], [5.608, -1.824, 0.348], [7.028, 1.192, -1.125], [6.185, 2.433, -0.195], [5.320, 1.517, -1.435], [2.608, 3.369, -0.123], [4.355, 3.508, -0.270], [3.443, 4.673, 0.707], [1.508, 2.565, 2.056], [2.223, 4.058, 2.639], [2.485, 2.556, 3.534], [5.775, 3.273, 1.839], [5.109, 2.578, 3.319], [4.706, 4.232, 2.855], [1.360, -0.779, 2.346], [1.616, 0.507, 3.516], [1.787, -1.175, 4.026], [3.430, -2.304, 1.687], [3.625, -2.541, 3.428], [4.989, -1.980, 2.462], [3.909, 1.071, 4.357], [5.316, 0.119, 3.883], [4.082, -0.585, 4.932], [-0.383, -3.516, -4.077], [-0.529, -2.355, -3.084], [-1.982, -1.880, -3.102], [0.435, -1.178, -3.308], [-1.091, -4.336, -3.883], [0.632, -3.923, -4.042], [-0.551, -3.155, -5.097], [-0.344, -2.802, -2.088], [-2.244, -1.565, -4.119], [-2.130, -1.011, -2.461], [-2.694, -2.660, -2.803], [0.090, -0.647, -4.220], [1.379, -1.670, -3.626]],
  "lowdin_charge": [0.6147, -0.1487, -0.1355, -0.1314, -0.2520, -0.0373, -0.0779, -0.0567, -0.1192, 0.1349, -0.1192, -0.2686, -0.0241, -0.0685, -0.0515, -0.1161, 0.0814, -0.3009, -0.0356, -0.0689, -0.0682, -0.1968, 0.1103, 0.1229, 0.1000, 0.1246, 0.1224, 0.1087, 0.1007, 0.1030, 0.0722, 0.1278, 0.1125, 0.1070, 0.1017, 0.1019, 0.1070, 0.1021, 0.1029, 0.1063, 0.0655, 0.1227, -0.6575, 0.1202, 0.1386, 0.5574, -0.4526, -0.2687, -0.2767, 0.5946, -0.2594, -0.3957, -0.6667, 0.1522, 0.1278, 0.0891, -0.1176, -0.7145, -0.1425, -0.1360, 1.6417, -0.6999, -0.1323, -0.1246, -0.1177, -0.6977, -0.1533, -0.1279, -0.1157, 0.0817, 0.0562, 0.0576, 0.0803, 0.0618, 0.0593, 0.0813, 0.0567, 0.0752, 0.0410, 0.0601, 0.0920, 0.0483, 0.0881, 0.0626, 0.0600, 0.0560, 0.0842, 0.0397, 0.0598, 0.0851, 0.0578, 0.0831, 0.0575, 0.0570, 0.0591, 0.0824, -0.1212, -0.5804, -0.1175, -0.2076, 0.0566, 0.0492, 0.0668, 0.0775, 0.0734, 0.0391, 0.0650, -0.0025, -0.0229],
  "homo_lumo_gap_ev": 4.417,
  "charge": -1,
  "e_tot_ev": -114687.36005,
  "e_above_lowest_kcal_mol": 45.7
}

{
  "formula": "C22H27N3O5S2",
  "method": "wB97M-V/def2-TZVPD",
  "symbols": ["C", "H", "H", "H", "O", "C", "C", "C", "C", "C", "C", "H", "H", "N", "C", "O", "C", "H", "H", "S", "C", "C", "C", "C", "C", "C", "H", "H", "N", "C", "O", "C", "H", "H", "H", "H", "H", "H", "H", "H", "S", "O", "O", "N", "C", "C", "C", "C", "C", "H", "H", "H", "H", "H", "H", "H", "H", "H", "H"],
  "xyz": [[3.382, -2.450, -1.583], [3.191, -2.731, -2.623], [4.011, -1.556, -1.544], [3.877, -3.273, -1.072], [2.172, -2.247, -0.876], [1.327, -1.292, -1.302], [0.145, -1.139, -0.576], [-0.767, -0.153, -0.878], [-0.522, 0.721, -1.932], [0.635, 0.553, -2.687], [1.546, -0.440, -2.386], [2.445, -0.522, -2.972], [0.843, 1.226, -3.507], [-1.344, 1.825, -2.192], [-2.362, 2.271, -1.402], [-3.014, 1.576, -0.655], [-2.625, 3.758, -1.529], [-2.978, 4.017, -2.527], [-3.374, 4.052, -0.794], [-1.100, 4.765, -1.278], [-0.045, 3.622, -0.404], [-0.499, 2.901, 0.692], [0.296, 1.910, 1.229], [1.566, 1.649, 0.709], [2.050, 2.448, -0.325], [1.239, 3.414, -0.886], [1.597, 4.009, -1.713], [3.041, 2.280, -0.711], [2.294, 0.603, 1.264], [3.439, 0.025, 0.794], [4.045, 0.395, -0.191], [3.880, -1.130, 1.658], [3.084, -1.872, 1.700], [4.782, -1.574, 1.248], [4.077, -0.779, 2.668], [1.782, 0.046, 1.943], [-0.071, 1.313, 2.051], [-1.479, 3.089, 1.105], [-0.938, 2.503, -2.825], [-1.652, -0.052, -0.276], [-0.115, -2.162, 0.875], [0.654, -1.589, 1.955], [0.123, -3.542, 0.565], [-1.722, -1.859, 1.197], [-2.108, -1.724, 2.585], [-2.340, -3.083, 3.244], [-3.381, -3.867, 2.449], [-2.913, -4.016, 1.003], [-2.645, -2.638, 0.397], [-2.202, -2.736, -0.596], [-3.575, -2.065, 0.314], [-3.665, -4.535, 0.406], [-1.985, -4.589, 0.973], [-3.533, -4.851, 2.895], [-4.335, -3.333, 2.472], [-2.669, -2.940, 4.275], [-1.396, -3.630, 3.251], [-1.303, -1.185, 3.084], [-3.021, -1.120, 2.618]],
  "nbo_charge": [-0.2671, 0.1774, 0.2095, 0.2039, -0.5043, 0.3943, -0.4016, -0.2324, 0.2003, -0.2128, -0.2912, 0.2332, 0.2144, -0.6279, 0.6885, -0.5980, -0.6214, 0.2453, 0.2444, 0.2197, -0.2027, -0.2194, -0.2465, 0.2402, -0.2646, -0.2089, 0.2210, 0.2588, -0.6472, 0.7010, -0.6342, -0.7236, 0.2556, 0.2312, 0.2305, 0.4344, 0.2183, 0.2294, 0.4053, 0.2813, 2.3356, -0.9886, -0.9258, -0.6891, -0.2222, -0.4173, -0.3982, -0.4240, -0.2272, 0.2207, 0.2058, 0.2113, 0.2277, 0.2128, 0.1914, 0.2125, 0.2084, 0.2327, 0.1994],
  "homo_lumo_gap_ev": 8.675,
  "charge": 0,
  "e_tot_ev": -59631.51460,
  "e_above_lowest_kcal_mol": 0.0
}

{
  "formula": "C30H46BrHgN3P2",
  "method": "wB97M-V/def2-TZVPD",
  "symbols": ["N", "C", "C", "C", "C", "C", "C", "Hg", "P", "C", "C", "C", "C", "C", "C", "C", "Br", "H", "H", "H", "H", "H", "H", "H", "H", "H", "H", "P", "C", "C", "H", "H", "H", "H", "H", "C", "C", "H", "H", "H", "H", "H", "C", "C", "H", "H", "H", "H", "H", "C", "C", "H", "H", "H", "H", "H", "C", "C", "H", "H", "H", "H", "H", "C", "C", "H", "H", "H", "H", "H", "N", "C", "C", "C", "N", "C", "C", "H", "H", "H", "H", "H", "H"],
  "xyz": [[-5.606, 4.190, -4.152], [-5.243, 4.444, -2.894], [-4.387, 3.626, -2.153], [-3.795, 2.477, -2.741], [-4.187, 2.215, -4.085], [-5.087, 3.093, -4.712], [-2.876, 1.709, -1.866], [0.002, -0.516, -1.091], [2.803, -0.635, -0.400], [-1.597, 1.182, -2.071], [-0.416, 2.022, -1.551], [0.547, 2.547, -2.451], [1.189, 3.759, -2.275], [1.138, 4.339, -0.975], [-0.020, 4.044, -0.210], [-0.595, 2.775, -0.358], [2.721, 4.461, 0.074], [-3.176, 1.785, -0.797], [-1.449, 0.372, -2.813], [-4.208, 3.932, -1.120], [-3.826, 1.332, -4.619], [-5.696, 5.349, -2.494], [-5.378, 2.862, -5.734], [0.732, 1.971, -3.351], [-1.243, 2.350, 0.412], [1.807, 4.188, -3.071], [-0.330, 4.732, 0.543], [-0.659, -2.690, -0.411], [3.643, 0.894, 0.232], [5.147, 1.051, -0.003], [3.430, 0.911, 1.314], [3.101, 1.723, -0.254], [5.491, 2.060, 0.285], [5.738, 0.322, 0.572], [5.400, 0.903, -1.058], [3.996, -1.197, -1.726], [5.244, -1.948, -1.333], [4.279, -0.276, -2.256], [3.387, -1.824, -2.388], [5.717, -2.415, -2.200], [5.979, -1.282, -0.879], [4.983, -2.745, -0.647], [3.295, -1.834, 1.008], [4.617, -1.621, 1.708], [3.250, -2.833, 0.559], [2.477, -1.713, 1.728], [4.739, -2.331, 2.534], [5.460, -1.767, 1.032], [4.648, -0.605, 2.104], [-0.235, -3.425, 1.189], [-1.130, -4.611, 1.523], [-0.252, -2.657, 1.971], [0.807, -3.763, 1.096], [-2.141, -4.331, 1.843], [-1.249, -5.294, 0.674], [-0.679, -5.195, 2.335], [-0.217, -3.870, -1.684], [-0.142, -3.426, -3.140], [-0.952, -4.681, -1.581], [0.772, -4.218, -1.366], [-1.119, -3.468, -3.634], [0.252, -2.411, -3.272], [0.529, -4.101, -3.694], [-2.472, -2.472, -0.420], [-2.959, -1.587, 0.743], [-2.913, -3.488, -0.380], [-2.757, -2.000, -1.378], [-3.854, -1.024, 0.432], [-3.221, -2.188, 1.632], [-2.218, -0.837, 1.087], [-1.764, 1.522, 6.836], [-1.567, 1.214, 5.525], [-1.437, -0.138, 5.121], [-1.252, -0.406, 3.764], [-1.194, 0.558, 2.827], [-1.289, 1.850, 3.208], [-1.470, 2.238, 4.545], [-1.835, 0.781, 7.519], [-1.836, 2.472, 7.176], [-1.514, -0.934, 5.856], [-1.137, -1.442, 3.438], [-1.211, 2.637, 2.443], [-1.529, 3.307, 4.799]],
  "lowdin_charge": [0.0820, -0.1187, -0.0140, -0.1899, -0.0022, -0.1215, -0.0179, 0.9424, 0.9457, -0.1603, -0.3344, -0.0642, -0.0871, -0.5909, -0.0955, -0.0516, 0.8511, 0.1239, 0.0806, 0.1153, 0.1126, 0.1180, 0.1141, 0.1193, 0.0897, 0.1294, 0.1093, 0.7970, -0.4221, -0.1312, 0.0842, 0.0060, 0.0894, 0.0596, 0.0668, -0.4027, -0.1411, 0.0770, 0.0632, 0.0941, 0.0649, 0.0583, -0.3935, -0.1394, 0.0670, 0.0634, 0.0976, 0.0515, 0.0672, -0.3641, -0.1147, 0.0664, 0.0824, 0.0791, 0.0781, 0.0969, -0.3961, -0.1324, 0.1023, 0.0936, 0.0864, 0.0393, 0.0936, -0.3964, -0.1479, 0.0987, 0.0831, 0.0857, 0.0806, 0.0217, 0.1283, -0.3085, -0.0083, -0.1690, -0.0019, -0.1514, -0.0056, 0.1115, 0.1151, 0.1118, 0.0793, 0.0828, 0.1178],
  "homo_lumo_gap_ev": [5.560, 5.795],
  "charge": 2,
  "e_tot_ev": -129102.28567,
  "e_above_lowest_kcal_mol": 69.6
}

{
  "formula": "C6H11NO",
  "method": "wB97M-V/def2-TZVPD",
  "symbols": ["C", "C", "C", "C", "C", "C", "O", "N", "H", "H", "H", "H", "H", "H", "H", "H", "H", "H", "H"],
  "xyz": [[0.180, 2.169, -1.740], [-1.616, 0.526, 1.329], [0.954, -2.366, 0.682], [0.338, 0.248, -0.372], [-0.601, -0.303, 0.612], [0.313, -1.120, 1.219], [1.002, -0.478, -1.321], [0.165, 1.524, -0.450], [0.658, -0.321, -2.208], [0.277, -1.120, 2.307], [-0.228, 3.172, -1.621], [1.205, 2.252, -2.121], [-0.414, 1.642, -2.500], [-1.171, 1.407, 1.792], [-2.066, -0.057, 2.132], [-2.365, 0.880, 0.624], [1.964, -2.146, 0.341], [1.005, -3.129, 1.457], [0.402, -2.779, -0.163]],
  "nbo_charge": [-0.4394, -0.6360, -0.6543, 0.5450, -0.0819, -0.0465, -0.7293, -0.5513, 0.4948, 0.1756, 0.2069, 0.1862, 0.1628, 0.2386, 0.2094, 0.2295, 0.2353, 0.2238, 0.2309],
  "homo_lumo_gap_ev": 8.523,
  "charge": 0,
  "e_tot_ev": -9934.45241,
  "e_above_lowest_kcal_mol": 92.3
}

Number 1: strongest force on any atom 1.67 eV/Å. Number 2: strongest force on any atom 1.13 eV/Å. Number 3: strongest force on any atom 2.52 eV/Å. Number 4: strongest force on any atom 5.37 eV/Å.